--- A ---
24
Properties=species:S:1:pos:R:3 method="wB97M-V/def2-TZVPD" multiplicity=1 smiles="CN[C@@]1(C=O)CCC/[N+]1=C/O" total_charge=+1 lumo_energy_ev=-4.0035
C -1.3639 0.2718 -1.4795
C -0.7114 -2.3584 0.3259
C 1.7736 -0.1904 -0.9071
C 0.8502 0.8634 -0.3390
C 1.4700 -1.4505 -0.2632
C -0.3898 -0.0112 -0.2293
C -1.9947 1.6040 1.2075
N 0.0475 -1.3514 -0.0354
N -1.3812 0.3229 0.8956
O -1.6855 -0.4258 -2.3562
O -1.9440 -2.3716 0.7008
H -1.6684 1.3104 -1.3469
H -0.2723 -3.3852 0.1921
H 1.6851 -0.1639 -2.0144
H 2.8827 0.1527 -0.8814
H 1.2194 1.2580 0.6447
H 0.8867 1.8604 -0.9378
H 1.8012 -2.4499 -0.8906
H 2.0116 -1.6330 0.6041
H -1.2898 2.4445 0.9476
H -2.9394 1.7484 0.7352
H -2.1670 1.7291 2.2661
H -2.2558 -1.4682 0.9550
H -0.7999 0.1045 1.6940

---

--- B ---
24
Properties=species:S:1:pos:R:3 method="wB97M-V/def2-TZVPD" multiplicity=1 smiles="CCC1=C(O)[NH+]=CN(C)[C@@H]1O" total_charge=+1 lumo_energy_ev=-3.4880
C -1.3653 1.3047 -1.0339
C -0.1197 -0.2720 0.7377
C -1.0924 0.5413 1.1430
C 0.3555 -0.4434 -0.6456
C 2.0514 -0.5491 1.9667
C 0.0940 0.5382 -2.9775
C 0.7337 -1.1540 1.6664
N -0.4318 0.5437 -1.5538
N -1.7455 1.3711 0.2057
O -1.5007 0.7457 2.4302
O 0.1956 -1.7376 -1.1009
H -2.0165 1.8504 -1.6897
H 1.4569 -0.1406 -0.7508
H 2.0740 -0.0476 2.8889
H 2.2903 0.1176 1.1847
H 2.8382 -1.3142 1.9789
H 1.0192 0.9366 -3.1404
H 0.0355 -0.4255 -3.4526
H -0.6002 1.0304 -3.5830
H 0.1541 -1.4798 2.4838
H 0.9278 -2.0315 1.0644
H -2.3117 2.1619 0.5761
H -2.4013 0.5671 2.5164
H -0.6412 -2.1135 -0.9145

---

Most stable: B. Least stable: A.

---

--- A ---
17
Properties=species:S:1:pos:R:3 method="wB97M-V/def2-TZVPD" multiplicity=1 smiles="NCC(N)=O.O.O" lumo_energy_ev=0.4978
N 1.5619 0.6084 1.2309
C 0.4418 0.4397 0.3414
C -0.7045 1.4079 0.6242
N -1.9252 0.9882 0.1872
O -0.5144 2.4943 1.1424
H 2.1292 1.4024 0.9720
H 1.2261 0.7976 2.1658
H 0.6832 0.6173 -0.6988
H 0.0374 -0.5629 0.4858
H -2.1480 0.0037 0.2180
H -2.7197 1.5660 0.4137
H -1.6475 -3.0369 -0.5955
H -2.7216 -3.4432 0.4359
O -2.0776 -2.7645 0.2197
H 3.7398 -1.8084 -3.3903
H 3.0286 -1.9544 -2.0228
O 2.9051 -1.6648 -2.9348

---

--- B ---
17
Properties=species:S:1:pos:R:3 method="wB97M-V/def2-TZVPD" multiplicity=1 smiles="CNC(N)=O.O.O" lumo_energy_ev=0.5700
C -0.6879 1.8505 -1.5058
N 0.0171 0.6413 -1.8217
C 0.7002 -0.0296 -0.8484
N 1.2176 -1.2562 -1.1867
O 0.8583 0.4166 0.2703
H -0.5307 2.5993 -2.2926
H -0.2361 2.2686 -0.6161
H -1.7641 1.7398 -1.3847
H -0.1352 0.1298 -2.6745
H 0.8441 -1.8219 -1.9256
H 1.6583 -1.6762 -0.3919
H 1.2632 -0.8696 2.5771
H -0.2572 -0.9627 2.7501
O 0.5446 -0.6342 3.1718
H -1.7672 0.0141 0.6875
H -2.5303 -0.2864 1.9878
O -2.1005 -0.7054 1.2351

---

Most stable: B. Least stable: A.

---

--- A ---
14
Properties=species:S:1:pos:R:3 method="wB97M-V/def2-TZVPD" multiplicity=1 total_charge=-1 lumo_energy_ev=3.6437
S 0.1757 0.2861 0.2905
H 0.4199 -0.0077 1.5637
H 0.6359 -3.5253 0.0028
H 0.3861 -2.0612 -0.3701
O 0.5267 -2.9563 -0.7502
H -0.7543 2.0789 -1.1518
H -1.9441 1.7818 -1.9714
O -1.3056 2.4887 -1.8609
H -3.2280 1.1164 0.5313
H -2.0656 1.4059 1.3854
O -3.0256 1.2283 1.4692
H 2.7279 -0.8070 0.0976
H 3.4375 -2.0705 0.2602
O 3.5217 -1.1592 0.5028

---

--- B ---
14
Properties=species:S:1:pos:R:3 method="wB97M-V/def2-TZVPD" multiplicity=1 total_charge=-1 lumo_energy_ev=3.5484
S 1.4135 -1.1302 -0.3343
H 1.7673 -0.9113 -1.5551
H -0.6445 -1.5711 -1.7434
H -2.0069 -0.9962 -1.4136
O -1.5988 -1.5601 -2.0742
H -0.5926 0.5688 -0.6199
H -1.6659 1.4776 -0.2071
O -1.3640 0.8921 -0.9642
H -0.5306 0.5862 2.1279
H -0.3792 -0.7198 1.3972
O -0.8104 -0.4000 2.2956
H 2.0574 0.5768 1.3185
H 2.0334 1.6729 0.4160
O 2.3212 1.5145 1.3568

---

Most stable: A. Least stable: B.

---

--- A ---
15
Properties=species:S:1:pos:R:3 method="wB97M-V/def2-TZVPD" multiplicity=1 smiles=OCNCCS lumo_energy_ev=0.8272
C 0.3861 -0.4830 -0.2915
C 1.5572 0.2924 -0.9019
S 3.1440 -0.3086 -0.1371
N -0.8118 0.3805 -0.2787
C -1.6809 0.3283 0.8286
O -2.2259 -0.9966 1.1143
H 0.0390 -1.4193 -0.7339
H 0.6722 -0.6855 0.7361
H 1.4325 1.3426 -0.6614
H 1.6770 0.1853 -1.9773
H 3.4432 0.6972 0.6760
H -1.3122 0.5515 -1.1373
H -1.3044 0.6179 1.8103
H -2.5866 0.9291 0.6869
H -2.4295 -1.4318 0.2669

---

--- B ---
15
Properties=species:S:1:pos:R:3 method="wB97M-V/def2-TZVPD" multiplicity=1 smiles=NC[C@H](S)CO lumo_energy_ev=0.7613
C 0.8179 -0.8308 0.5792
C -0.4521 -0.1219 0.7743
C -0.1799 1.2799 0.4152
H 0.8667 -0.2222 -1.4600
H 1.1605 -1.9964 -1.3527
H 0.8206 -1.7971 1.2568
H 1.6325 -0.0686 0.7359
H -0.8655 0.0145 1.7726
H -1.3653 -1.2089 -1.1334
H 0.8485 1.7879 0.7505
H -0.8928 1.9143 0.8391
H -0.9373 1.4025 -1.1720
N 0.7260 -1.1429 -0.8677
O -0.0369 1.4655 -0.9591
S -2.1431 -0.4758 -0.1787

---

Most stable: A. Least stable: B.

---

--- A ---
19
Properties=species:S:1:pos:R:3 method="wB97M-V/def2-TZVPD" multiplicity=1 smiles="CP(C)C.C=C" lumo_energy_ev=1.1170
C -2.1102 1.0035 -1.4113
C 4.6367 0.5474 -0.0837
C -1.8946 0.5874 1.3859
C -1.8357 -1.5843 -0.2245
C 3.9673 -0.4481 0.3833
P -0.9671 0.0660 -0.2064
H -2.4080 0.3608 -2.2479
H -2.8326 1.1701 -0.6679
H 5.5464 0.4105 -0.6932
H -1.6690 1.8469 -1.9798
H 4.4515 1.6078 0.0702
H -1.3366 0.2622 2.2498
H -2.0428 1.7661 1.2679
H -2.8766 0.1791 1.4502
H -2.8368 -1.6029 0.3492
H -1.9066 -1.9947 -1.2337
H -1.1492 -2.2400 0.4247
H 2.9936 -0.4398 0.8795
H 4.2706 -1.4981 0.2877

---

--- B ---
19
Properties=species:S:1:pos:R:3 method="wB97M-V/def2-TZVPD" multiplicity=1 smiles="C=CC(C)C.P" lumo_energy_ev=1.0578
C 0.3424 -1.2865 0.2511
C -0.9762 -1.5452 -1.9823
C -0.3171 1.9158 -1.1464
C -0.8150 -0.6963 -0.7272
C -0.1699 0.6080 -1.2254
P 0.7941 1.1325 3.2158
H 1.0266 -1.7483 -0.5160
H -0.2130 -1.9081 0.8821
H 0.7416 -0.5368 0.7865
H -1.6328 -1.0997 -2.5946
H -1.4133 -2.4730 -1.6932
H -0.1533 -1.6298 -2.5909
H 0.3109 2.6029 -1.7309
H 1.1090 2.4252 3.4864
H -1.1829 2.3525 -0.6197
H -1.8840 -0.4864 -0.3241
H 0.7899 0.4471 -1.7771
H 1.1647 1.4607 1.9367
H 2.2600 0.7453 3.3430

---

--- C ---
19
Properties=species:S:1:pos:R:3 method="wB97M-V/def2-TZVPD" multiplicity=1 lumo_energy_ev=1.0942
C 1.2216 -0.1457 1.3619
C -1.1748 -0.9004 1.2252
C 1.2042 1.3933 -1.4427
C -0.1567 0.1231 0.6774
C 0.0178 -0.0356 -0.8426
P -1.3526 -0.2465 -2.0333
H 1.2180 -1.1986 1.3923
H 1.2889 0.1910 2.4378
H 2.0571 0.3335 0.7237
H -0.8177 -1.8176 0.8149
H -2.2123 -0.5707 1.0115
H -1.1893 -0.8982 2.2722
H 2.2493 1.2418 -1.2111
H 0.8086 1.4553 -2.4738
H 0.7645 2.1546 -0.7705
H -0.5685 1.1314 0.8484
H 0.5773 -0.9187 -1.1950
H -2.2086 0.3074 -1.1181
H -1.7268 -1.5995 -1.6783

---

Most stable: A. Least stable: B.

---

--- A ---
19
Properties=species:S:1:pos:R:3 method="wB97M-V/def2-TZVPD" multiplicity=1 smiles=CC(C)[C@H](C)P lumo_energy_ev=1.0703
C 1.0511 0.2826 1.3000
C 1.6604 -0.3926 -1.0442
C -1.2978 0.9853 -0.7121
C 0.6785 -0.7577 0.1662
C -0.7033 -0.5959 -0.2016
P -1.6799 -1.1124 1.4198
H 0.9916 1.2519 0.8836
H 2.0032 0.0956 1.7637
H 0.3574 0.0987 2.1119
H 1.7792 0.7134 -1.1835
H 1.2226 -0.8912 -1.9607
H 2.7884 -0.6126 -0.8309
H -0.6747 1.6100 -1.3632
H -2.1941 0.9194 -1.1445
H -1.3760 1.5872 0.2276
H 0.7711 -1.7748 0.6025
H -0.9952 -1.3890 -0.9790
H -1.6686 -2.5043 1.3869
H -3.0130 -0.8571 0.9484

---

--- B ---
19
Properties=species:S:1:pos:R:3 method="wB97M-V/def2-TZVPD" multiplicity=1 smiles="C=[PH](CC)CC" lumo_energy_ev=1.1077
C -1.7524 -0.3852 1.3456
C 2.3014 0.7014 0.8346
C -1.4159 -0.1169 -2.0405
C 1.0549 -0.0479 1.4381
C -0.2742 -0.6486 -1.1802
P -0.4427 0.2304 0.4881
H -2.5495 -0.7442 0.5866
H -2.0397 -0.0239 2.3041
H 2.0367 0.7578 -0.2236
H 2.4478 1.7777 1.1001
H 3.2585 0.1546 1.0526
H -2.2986 -0.2187 -1.3991
H -1.1540 0.8885 -2.3864
H -1.3382 -0.8377 -3.0072
H 0.7911 -0.0034 2.5396
H 1.2159 -1.1303 1.2495
H 0.6476 -0.3099 -1.6062
H -0.3934 -1.6584 -1.0150
H -0.0953 1.6148 -0.0807

---

Most stable: A. Least stable: B.